#one
{
  "formula": "C4H10O3",
  "method": "ωB97M-V with the def2-TZVPD basis set",
  "orbital_gap_ha": [0.323, 0.236],
  "homo_ev": [-14.759, -14.730],
  "e_lumo_ha": [-0.21901, -0.30570],
  "charge": 1,
  "spin_multiplicity": 2,
  "symbols": ["C", "C", "O", "C", "C", "H", "H", "H", "H", "H", "H", "H", "H", "O", "H", "H", "O"],
  "positions_angstrom": [[0.4615, -1.2303, -1.0473], [-0.7521, -0.7060, -0.7086], [-1.4050, -1.1499, 0.3805], [-1.4893, 0.2383, -1.5376], [-1.0539, 1.5218, -1.6022], [1.1511, -1.6660, -0.3364], [0.7879, -1.2332, -2.0757], [-1.4155, -0.5102, 1.0932], [-2.4712, -0.0946, -1.8697], [-0.1434, 1.8663, -2.1089], [-1.7546, 2.3362, -1.3701], [2.3513, -1.0942, 1.5413], [2.8991, -0.0760, 0.5200], [2.3836, -0.1646, 1.3168], [0.9325, 0.4976, 2.6872], [-0.4815, 0.9183, 2.1873], [-0.0005, 0.5466, 2.9303]],
  "mulliken_spin": [0.3631, 0.0813, -0.0132, 0.1125, 0.3380, 0.0424, 0.0089, 0.0134, 0.0054, 0.0108, 0.0330, -0.0002, -0.0012, 0.0048, 0.0003, -0.0003, 0.0009]
}

#two
{
  "formula": "C4H10O3",
  "method": "ωB97M-V with the def2-TZVPD basis set",
  "orbital_gap_ha": [0.300, 0.220],
  "homo_ev": [-13.510, -13.510],
  "e_lumo_ha": [-0.19650, -0.27623],
  "charge": 1,
  "spin_multiplicity": 2,
  "symbols": ["C", "C", "O", "C", "C", "H", "H", "H", "H", "H", "H", "H", "H", "O", "H", "H", "O"],
  "positions_angstrom": [[1.5781, 1.7223, 1.3079], [0.6761, 0.7907, 0.6979], [-0.2941, 0.2448, 1.5158], [1.0029, 0.2569, -0.6720], [0.0985, -0.5288, -1.2508], [1.0754, 2.3747, 2.0194], [2.6223, 1.7677, 1.1055], [0.1704, -0.1479, 2.3368], [1.7940, 0.8884, -1.1286], [-0.9093, -0.6225, -0.5845], [0.2126, -1.0305, -2.3519], [2.0153, -2.0033, 3.0859], [2.2588, -0.7871, 3.8256], [1.5130, -1.1562, 3.3522], [-4.4943, -1.2485, -3.9795], [-4.9113, -0.1735, -5.0709], [-4.4082, -0.3473, -4.2087]],
  "mulliken_spin": [0.5107, 0.1546, 0.0555, 0.0330, 0.1702, 0.0314, 0.0357, -0.0009, -0.0002, 0.0062, 0.0013, 0.0000, -0.0012, 0.0038, 0.0000, 0.0000, 0.0000]
}

Relative energy of each structure, in eV: #one 0.992; #two 0.000.

#one
{
  "formula": "C4H11NP",
  "method": "ωB97M-V with the def2-TZVPD basis set",
  "orbital_gap_ha": 0.391,
  "homo_ev": -14.111,
  "e_lumo_ha": -0.12788,
  "charge": 1,
  "smiles": "C[N@H+]1C[C@]1(C)P",
  "symbols": ["C", "C", "C", "C", "N", "P", "H", "H", "H", "H", "H", "H", "H", "H", "H", "H", "H"],
  "positions_angstrom": [[0.2294, -0.9319, -0.8361], [0.5414, 0.3436, -0.1320], [0.0410, 1.6703, -0.5780], [-1.5111, -0.7247, 1.1523], [-0.1952, -0.7039, 0.5909], [2.3087, 0.3975, 0.5853], [-0.7330, -0.8826, -1.3625], [0.8767, -1.7782, -1.0425], [0.4721, 2.4552, 0.1215], [-1.0188, 1.8375, -0.5816], [0.3272, 2.0347, -1.5141], [-1.7123, -0.1820, 2.0516], [-2.2584, -0.5347, 0.4932], [-1.7984, -1.7549, 1.3834], [0.6111, -1.1777, 1.2466], [2.7451, 1.5735, -0.0214], [3.1069, -0.3370, -0.3707]],
  "lowdin_charge": [0.0002, -0.6485, -0.0629, 0.0006, -0.1169, 0.9284, 0.1425, 0.1313, 0.1039, 0.0857, 0.0778, 0.1125, 0.0708, 0.1228, 0.2004, -0.0839, -0.0646]
}

#two
{
  "formula": "C4H11NP",
  "method": "ωB97M-V with the def2-TZVPD basis set",
  "orbital_gap_ha": 0.315,
  "homo_ev": -13.845,
  "e_lumo_ha": -0.19384,
  "charge": 1,
  "symbols": ["C", "C", "C", "C", "N", "P", "H", "H", "H", "H", "H", "H", "H", "H", "H", "H", "H"],
  "positions_angstrom": [[0.0800, -0.5624, 1.1413], [-0.8734, 0.1548, 0.3155], [-0.5604, 1.4998, -0.2604], [1.8958, -0.7168, -0.6984], [0.6853, -1.1696, -0.0637], [-2.3945, -0.5807, -0.3173], [0.9189, -0.1436, 1.7319], [-0.2659, -1.2956, 1.7228], [-0.8125, 1.5891, -1.4222], [0.5007, 1.6905, 0.0705], [-1.1573, 2.2170, 0.0983], [2.6418, -1.1078, -0.0021], [1.8605, -1.0223, -1.6778], [1.9924, 0.4943, -0.7230], [0.3552, -1.8862, -0.6535], [-3.2678, 0.3441, 0.1113], [-2.6267, -1.3923, 0.7189]],
  "lowdin_charge": [-0.1647, -0.4268, -0.0739, -0.0491, -0.0496, 0.9573, 0.1642, 0.0796, 0.1566, 0.0989, 0.0430, 0.1072, 0.0657, 0.1411, 0.1259, -0.0781, -0.0972]
}

Relative energy of each structure, in eV: #one 0.000; #two 1.161.

#one
{
  "formula": "C3H2AgO3",
  "method": "ωB97M-V with the def2-TZVPD basis set",
  "orbital_gap_ha": [0.312, 0.267],
  "homo_ev": [-8.432, -8.513],
  "e_lumo_ha": [0.00253, -0.04542],
  "charge": 0,
  "spin_multiplicity": 2,
  "symbols": ["O", "C", "C", "O", "O", "C", "Ag", "H", "H"],
  "positions_angstrom": [[-1.1316, 1.3639, 0.2668], [2.6548, -0.3081, 0.3719], [-1.4554, 0.0621, 0.2065], [2.5054, 0.8611, 0.3293], [0.6397, -0.4611, -0.7100], [-0.5731, -0.8730, -0.2153], [0.6289, 1.5251, -0.5171], [-2.4636, -0.2296, 0.5268], [-0.8052, -1.9403, -0.2588]],
  "mulliken_spin": [0.2761, -0.0018, 0.1621, 0.0120, 0.2664, 0.2346, 0.0226, 0.0108, 0.0172]
}

#two
{
  "formula": "C3H2AgO3",
  "method": "ωB97M-V with the def2-TZVPD basis set",
  "orbital_gap_ha": [0.230, 0.240],
  "homo_ev": [-7.654, -7.921],
  "e_lumo_ha": [-0.05129, -0.05149],
  "charge": 0,
  "spin_multiplicity": 2,
  "symbols": ["O", "C", "C", "O", "Ag", "H", "C", "O", "H"],
  "positions_angstrom": [[-0.9219, 0.8814, 1.3967], [0.1901, 0.4506, 1.0580], [0.3967, -0.2850, -0.1916], [-0.5504, -0.3246, -1.0642], [-2.5105, 0.4884, -0.2459], [1.0792, 0.7038, 1.6678], [1.7135, -0.3458, -0.7829], [2.7437, -0.5970, 0.0073], [2.5208, -0.7971, 0.9336]],
  "mulliken_spin": [0.1644, 0.0995, 0.3120, 0.2785, -0.0021, 0.0133, 0.0900, 0.0402, 0.0041]
}

Relative energy of each structure, in eV: #one 0.000; #two 0.508.

#one
{
  "formula": "C3H2FNS",
  "method": "ωB97M-V with the def2-TZVPD basis set",
  "orbital_gap_ha": 0.303,
  "homo_ev": -9.680,
  "e_lumo_ha": -0.05290,
  "charge": 0,
  "smiles": "N#C[C@H](F)C=S",
  "symbols": ["C", "C", "C", "H", "H", "N", "F", "S"],
  "positions_angstrom": [[0.7116, -0.5007, 0.4511], [-0.6272, -0.4025, -0.2960], [1.3001, 0.7731, 0.1247], [0.8666, -0.7178, 1.6116], [-0.3947, -0.4584, -1.4481], [1.7715, 1.8391, -0.1667], [1.3683, -1.6250, -0.1710], [-2.0933, 0.2317, 0.0540]],
  "lowdin_charge": [-0.3506, -0.6240, -0.1786, 0.1985, 0.1078, 0.1889, -0.0509, 0.7088]
}

#two
{
  "formula": "C3H2FNS",
  "method": "ωB97M-V with the def2-TZVPD basis set",
  "orbital_gap_ha": 0.298,
  "homo_ev": -9.805,
  "e_lumo_ha": -0.06208,
  "charge": 0,
  "smiles": "N#C[C@H](F)C=S",
  "symbols": ["C", "C", "C", "H", "H", "N", "F", "S"],
  "positions_angstrom": [[0.6474, -0.5357, 0.4470], [-0.7169, -0.4512, -0.4359], [1.5681, 0.6506, -0.0227], [0.7172, -0.8018, 1.4768], [-0.5850, -0.6352, -1.4460], [1.8434, 1.8444, -0.0837], [1.3849, -1.5680, -0.0902], [-2.1557, 0.2909, 0.0898]],
  "lowdin_charge": [-0.3004, -0.4921, -0.0999, 0.1323, 0.0180, 0.1446, -0.0612, 0.6586]
}

Relative energy of each structure, in eV: #one 0.000; #two 0.640.